The following is a quantum chemistry calculation of an isolated molecule of C5H7N3 at a distorted geometry, from the OMol25 dataset.

The highest occupied orbital energy comes out at -0.3183 Ha. The value obtained for the LUMO energy is 0.84 eV. The total energy is -9764.93173 eV.

Geometry (Å):
C: -0.924 -1.417 -1.111
C: -0.729 -1.412 0.612
C: 0.152 0.677 1.604
C: 0.532 1.890 0.963
C: 0.449 0.273 -0.470
H: -2.020 -0.957 -1.168
H: -1.069 -2.492 -1.608
H: -0.284 -2.543 0.818
H: -1.520 -1.468 1.160
H: -0.499 0.921 2.427
H: 0.671 2.960 1.364
H: -0.227 -0.158 -2.366
N: -0.024 -0.239 0.584
N: 0.981 1.444 -0.396
N: 0.197 -0.680 -1.648

Force components x, y, z for each atom (eV/Å):
-3.9 -3.0 1.8
4.4 -5.5 -7.1
-0.8 4.9 -0.5
2.4 -2.7 -1.3
1.6 -0.3 -6.3
2.3 -0.3 -0.5
0.7 2.2 1.4
0.3 3.1 -0.1
-5.3 0.6 2.9
-0.2 -1.5 0.7
-0.1 -2.2 -0.8
0.2 1.2 -1.3
-0.3 -0.1 6.4
-1.6 2.3 1.6
0.3 1.2 3.3

The following is a quantum chemistry calculation of an isolated molecule of C5H7N3 at a distorted geometry, from the OMol25 dataset.

The highest occupied orbital energy comes out at -0.2771 Ha. The value obtained for the LUMO energy is 0.71 eV. The total energy is -9761.03910 eV.

Geometry (Å):
C: -0.695 1.375 0.077
C: -0.980 0.682 1.310
C: -1.392 0.111 0.196
C: 2.943 -0.902 0.315
C: -2.039 -0.806 -0.759
N: 0.534 1.523 -0.652
N: 1.930 -0.362 -0.263
N: 1.445 0.713 -0.675
H: -1.156 2.490 0.162
H: -0.773 0.407 2.317
H: 2.933 -1.928 0.332
H: 3.881 -0.436 0.592
H: -1.986 -1.793 -0.323
H: -3.156 -0.328 -0.819
H: -1.488 -0.748 -1.808

Force components x, y, z for each atom (eV/Å):
-0.3 5.4 1.4
-0.1 -3.4 -0.3
-0.1 0.8 0.2
-0.2 2.4 -0.7
-1.0 1.7 -1.2
-0.6 0.2 -0.6
-1.9 -0.9 1.1
3.2 0.0 -1.1
0.6 -2.5 -1.3
0.1 0.4 0.6
0.1 -2.3 -0.3
-0.4 0.7 0.5
-0.6 -0.5 -0.4
2.5 -1.7 -0.3
-1.4 -0.2 2.2

The following is a quantum chemistry calculation of an isolated molecule of C5H7N3 at a distorted geometry, from the OMol25 dataset.

The highest occupied orbital energy comes out at -0.3096 Ha. The value obtained for the LUMO energy is 0.28 eV. The total energy is -9764.83496 eV.

Geometry (Å):
C: 2.207 -1.164 -0.223
C: 1.015 -0.531 0.029
C: 0.012 1.584 0.005
C: -1.348 1.137 -0.339
C: -1.534 -0.325 -0.050
H: 2.341 -2.216 -0.282
H: 2.912 -0.341 0.282
H: 2.119 1.340 -0.153
H: 0.089 2.628 0.189
H: -2.224 1.725 -0.281
H: -3.427 -0.473 -0.023
H: -0.374 -2.009 0.131
N: 1.129 0.841 0.450
N: -2.564 -1.161 0.261
N: -0.353 -1.034 0.003

Force components x, y, z for each atom (eV/Å):
-1.1 3.7 2.5
-0.4 -1.1 -0.3
-4.6 -0.8 0.1
5.0 -1.9 2.3
-1.4 -2.7 0.8
0.3 -0.5 -0.2
-0.3 -2.9 -1.6
-3.9 -2.0 2.7
0.4 0.8 -0.3
-0.3 1.0 -0.3
1.9 -2.3 1.2
-0.6 -1.1 0.1
1.2 1.9 -4.3
-0.6 5.9 -2.5
4.2 1.9 -0.1

The following is a quantum chemistry calculation of a structure of composition C5H7N3 at a distorted geometry, from the OMol25 dataset.

The highest occupied orbital energy comes out at -0.3160 Ha. The value obtained for the LUMO energy is 0.28 eV. The total energy is -9760.93076 eV.

Geometry (Å):
C: 0.010 -2.199 -0.909
C: -0.995 -0.003 -0.212
C: -1.277 1.223 -0.038
C: -0.430 2.301 0.451
C: 0.495 2.980 0.815
H: 1.087 0.889 0.045
H: 1.053 -0.676 1.476
H: -0.969 -2.167 -1.409
H: 1.569 -2.649 -0.193
H: -2.031 -0.425 -0.135
H: -2.314 1.568 0.086
H: 1.498 3.566 0.729
N: 1.346 -0.421 0.203
N: 0.164 -0.849 -0.376
N: 0.792 -3.139 -0.534

Force components x, y, z for each atom (eV/Å):
-0.1 1.7 2.7
-0.6 -6.4 -1.4
-0.5 6.8 2.7
0.9 -1.1 -1.0
2.9 1.7 -0.7
1.7 -4.7 1.3
1.6 1.5 -4.2
0.5 -1.1 0.0
1.8 0.5 1.4
1.4 -1.3 -1.0
0.2 -0.9 -0.4
-2.7 -1.2 0.7
-2.0 3.6 4.0
-2.9 0.8 -1.5
-2.2 0.2 -2.7

The following is a quantum chemistry calculation of an isolated molecule of C5H7N3 at a distorted geometry, from the OMol25 dataset.

The highest occupied orbital energy comes out at -0.3731 Ha. The value obtained for the LUMO energy is -0.04 eV. The total energy is -9765.03935 eV.

Geometry (Å):
C: 0.954 1.362 0.441
C: 1.067 -0.128 -0.233
C: 0.154 -1.147 0.477
C: -2.848 -0.143 -0.418
C: 2.383 -0.743 -0.268
H: 1.728 2.062 -0.034
H: 1.081 1.488 1.515
H: -0.097 1.584 0.049
H: 1.041 -0.063 -1.299
H: 0.653 -1.649 1.243
H: -3.218 0.731 -1.044
H: -3.703 -0.891 -0.053
N: -1.165 -1.317 0.468
N: -1.569 -0.301 -0.415
N: 3.539 -0.845 -0.429

Force components x, y, z for each atom (eV/Å):
-0.2 -0.3 -2.8
-0.1 -0.1 1.8
-3.0 0.5 0.0
-1.1 -0.3 -1.4
4.1 1.0 0.5
-1.2 -1.1 0.4
-0.3 -0.7 0.0
1.5 0.4 1.0
-1.7 0.6 -0.8
0.8 -1.3 1.0
0.4 -1.2 0.9
2.3 1.6 -0.2
4.3 1.3 -1.0
-3.3 0.3 0.3
-2.4 -0.5 0.4

The following is a quantum chemistry calculation of an isolated molecule of C5H7N3 at a distorted geometry, from the OMol25 dataset.

The highest occupied orbital energy comes out at -0.2876 Ha. The value obtained for the LUMO energy is 0.64 eV. The total energy is -9765.45011 eV.

Geometry (Å):
C: -1.473 2.005 0.290
C: -2.023 0.790 0.407
C: 0.299 0.713 0.029
C: 2.713 0.171 -0.116
C: 1.406 -0.144 -0.136
N: -0.108 1.925 0.015
N: -1.156 -0.180 0.133
N: -1.210 -1.549 0.118
H: -1.973 2.971 0.282
H: -3.036 0.726 0.658
H: 3.387 -0.617 -0.287
H: 3.192 1.200 0.162
H: 1.056 -1.185 -0.201
H: -2.038 -1.836 -0.494
H: -1.475 -1.907 1.123

Force components x, y, z for each atom (eV/Å):
1.5 1.2 -0.6
-0.5 0.1 -0.3
-5.3 -1.2 -0.3
-0.3 2.1 0.8
1.3 -0.2 0.1
0.5 -0.1 0.6
4.4 2.4 0.2
-2.8 -1.8 1.7
0.2 -0.4 0.2
-1.4 -0.9 0.2
0.9 -0.8 -0.1
-1.4 -1.9 -0.8
0.5 0.4 -0.3
1.5 0.4 0.9
0.7 0.7 -2.3

The following is a quantum chemistry calculation of an isolated molecule of C5H7N3 at a distorted geometry, from the OMol25 dataset.

The highest occupied orbital energy comes out at -0.3079 Ha. The value obtained for the LUMO energy is 0.67 eV. The total energy is -9765.91014 eV.

Geometry (Å):
C: 0.206 2.081 0.388
C: -1.010 -0.971 1.078
C: -1.237 0.328 1.146
C: -0.027 -1.429 0.016
C: 0.262 -0.354 -0.948
N: 1.185 2.702 0.302
N: -0.671 1.149 0.163
N: 1.457 0.119 -1.283
H: -1.536 -1.757 1.578
H: -1.840 0.920 1.860
H: 0.926 -1.807 0.555
H: -0.625 -2.094 -0.590
H: -0.565 -0.026 -1.607
H: 1.423 0.693 -2.044
H: 2.052 0.445 -0.614

Force components x, y, z for each atom (eV/Å):
0.6 -0.6 -0.3
0.0 -0.1 -0.5
-0.3 1.8 0.4
0.9 0.1 1.3
-1.8 2.6 0.6
0.2 0.7 0.2
-0.2 -1.2 -0.4
-1.6 -2.6 -0.6
-0.2 0.0 0.6
0.1 -1.0 -0.1
-1.5 0.1 -1.4
0.6 -1.3 0.0
0.8 -1.1 -0.2
0.1 1.9 -2.3
2.2 0.7 2.5

The following is a quantum chemistry calculation of an isolated molecule of C5H7N3 at a distorted geometry, from the OMol25 dataset.

The highest occupied orbital energy comes out at -0.2997 Ha. The value obtained for the LUMO energy is 0.61 eV. The total energy is -9764.53555 eV.

Geometry (Å):
C: -1.479 0.015 -0.149
C: 0.376 -1.523 0.075
C: 1.605 -0.902 -0.097
C: 0.712 1.426 0.092
C: -0.598 1.242 0.243
H: -3.144 0.917 -0.083
H: -1.626 -1.835 -0.551
H: 0.571 -2.551 0.904
H: 2.448 -1.532 0.424
H: 2.868 0.827 -0.275
H: 1.183 2.312 0.250
H: -1.055 2.224 0.108
N: -2.754 0.025 -0.244
N: -0.947 -1.132 -0.142
N: 1.842 0.486 -0.555

Force components x, y, z for each atom (eV/Å):
-1.3 6.1 2.1
3.2 -1.9 2.6
-0.7 -0.8 1.4
2.3 -4.3 -2.3
-0.4 -0.7 -2.1
-0.4 1.2 -0.1
1.3 0.8 1.0
-1.0 3.0 -3.1
-1.4 1.7 -1.4
-3.3 -1.0 -0.6
0.8 2.8 0.4
-0.6 -0.3 1.1
-0.1 -0.1 -0.5
2.4 -6.7 -1.7
-0.8 0.2 3.2

The following is a quantum chemistry calculation of the ion C5H7N3 with charge +2 at a distorted geometry, from the OMol25 dataset.

Its net charge is +2. The highest occupied orbital energy comes out at -0.7709 Ha. The value obtained for the LUMO energy is -11.43 eV. The total energy is -9746.16232 eV.

Geometry (Å):
C: 0.777 1.921 -0.700
C: 0.160 -0.246 -0.221
C: -1.034 1.644 0.639
C: 1.256 0.701 -1.027
C: 0.448 -1.675 -0.243
N: -0.688 0.347 0.512
N: -0.090 2.439 -0.076
N: -2.038 2.184 1.402
H: 1.146 0.717 -2.189
H: 2.238 0.243 -0.649
H: 1.015 -1.959 -1.160
H: -0.545 -2.192 -0.154
H: 1.030 -1.758 0.834
H: -2.672 1.508 1.752
H: -2.062 3.170 1.283

Force components x, y, z for each atom (eV/Å):
-1.6 2.3 2.6
-0.2 1.7 0.5
-1.3 -0.2 1.8
1.5 -2.2 -2.4
0.2 -0.3 1.5
-2.0 -0.6 0.7
0.9 0.8 -1.0
5.6 -2.4 -4.3
0.3 -1.0 1.5
-0.9 1.3 -0.8
-0.2 -0.1 1.1
1.1 0.1 0.0
-1.1 -0.4 -2.6
-1.3 -0.2 0.9
-1.0 1.2 0.6

The following is a quantum chemistry calculation of an isolated molecule of C5H7N3O at a distorted geometry, from the OMol25 dataset.

The highest occupied orbital energy comes out at -0.3216 Ha. The value obtained for the LUMO energy is 0.44 eV. The total energy is -11812.03404 eV.

Geometry (Å):
C: -0.519 -0.286 1.151
C: 0.153 -1.567 0.697
C: 0.652 0.809 -2.144
C: -0.497 1.920 -0.676
C: -0.454 0.626 -0.162
H: -1.589 -1.238 2.280
H: 0.123 0.576 1.821
H: 0.586 -2.177 1.538
H: -0.476 -2.219 0.195
H: 1.770 -0.309 0.425
H: 1.458 0.816 -2.884
H: -1.230 2.632 -0.604
N: 1.190 -1.034 -0.296
N: 0.483 -0.014 -1.018
N: 0.080 1.956 -1.934
O: -1.729 -0.494 1.612

Force components x, y, z for each atom (eV/Å):
3.2 4.9 -1.9
3.1 1.9 0.5
2.1 0.0 1.4
-0.8 -2.5 -1.2
2.1 -0.7 -0.5
-1.0 1.5 -1.0
-0.9 -3.0 -0.8
0.2 0.9 -0.9
-1.7 -0.9 -1.2
-1.2 -2.8 -2.3
-0.5 -1.1 0.2
-1.4 1.8 1.3
2.2 1.8 2.5
-2.4 0.5 0.6
-0.1 -0.1 0.4
-2.8 -2.1 3.0

Listing gap between HOMO and LUMO for the structures above in their given order: 0.34903; 0.30311; 0.31984; 0.32615; 0.37179; 0.31112; 0.33246; 0.32212; 0.35091; 0.33792 Ha.
Listing relative energy (zero: lowest compared OMol25 entry of this formula, charge and spin) for the structures above in their given order: 102.8; 192.5; 105.0; 195.0; 100.3; 90.8; 80.2; 111.9; 28.3; 100.4 kcal per mole.